This record from the Open Molecules 2025 dataset describes a cluster of 2 separate species, CH3N2OS in total in a non-equilibrium geometry. The level of theory is ωB97M-V/def2-TZVPD.

## Properties
Maximum force ... 0.0499 hartree/bohr
Total charge ... +1
Electronic energy ... -622.3330 hartree
Kohn-Sham gap (spin up / spin down) ... 8.8 / 6.3 eV
Energy above the lowest of the compared OMol25 structures with the same formula, charge and spin ... 4.093 eV
LUMO energy (spin up / spin down) ... -0.21037 / -0.26944 hartree

```
8
Properties=species:S:1:pos:R:3:forces:R:3:nbo_charge:R:1
C 0.649 -0.056 -0.335 -2.367 -0.617 0.747 0.24
N -0.223 -1.114 -0.269 0.136 2.530 0.399 -0.67
N 0.125 1.112 -0.014 0.630 -0.952 -0.589 -0.06
O -1.218 0.915 0.171 -0.692 0.475 0.325 -0.41
S -1.720 -0.652 0.199 -0.486 0.673 0.366 1.03
H 1.626 -0.273 -0.612 1.809 0.211 -0.332 0.26
H -0.141 -2.045 -0.538 1.066 -1.972 -0.752 0.46
H 0.902 2.113 1.399 -0.096 -0.349 -0.164 0.13
```
Forces are in eV/Å.



This record from the Open Molecules 2025 dataset describes a structure of composition C22H13CuN2O4 in a non-equilibrium geometry. The level of theory is ωB97M-V/def2-TZVPD.

## Properties
Maximum force ... 0.0606 hartree/bohr
Spin multiplicity ... 2
Total charge ... -1
Electronic energy ... -2897.2007 hartree
Kohn-Sham gap (spin up / spin down) ... 8.2 / 8.2 eV
LUMO energy (spin up / spin down) ... 0.10559 / 0.10031 hartree

```
42
Properties=species:S:1:pos:R:3:forces:R:3:mulliken_spin:R:1
Cu 1.222 1.116 -0.085 1.589 -0.219 0.880 0.70
O 4.118 4.141 0.420 -0.274 0.286 -0.122 0.00
C 3.129 3.416 0.366 1.009 -0.880 0.838 0.01
O 3.137 2.132 0.300 -0.652 0.815 -0.291 0.04
C 1.747 4.018 0.422 1.463 1.041 -0.225 0.00
C 1.492 5.384 0.467 -0.743 -0.198 0.174 0.00
C 0.167 5.765 0.241 1.356 0.506 -0.174 0.00
C -0.758 4.842 -0.143 -0.389 -0.915 0.184 0.00
C -0.401 3.503 -0.108 -0.683 0.779 -0.124 0.00
N 0.819 3.130 0.206 -0.710 -0.420 -0.322 0.05
C -1.298 2.362 -0.511 2.870 -1.080 0.566 0.00
O -2.486 2.512 -0.609 -1.340 -0.126 -0.429 0.01
O -0.555 1.294 -0.648 -2.925 -0.038 -0.812 0.03
H 2.266 6.121 0.635 0.107 -0.294 0.030 0.00
H -0.078 6.805 0.234 -0.175 0.557 0.066 0.00
H -1.731 5.125 -0.473 -0.589 0.036 -0.025 0.00
C 4.304 -1.616 0.092 0.310 -0.491 -0.681 0.01
C 3.836 -2.907 -0.014 -1.163 -1.150 0.876 -0.01
C 2.429 -3.140 0.103 2.258 -1.309 -0.999 0.01
C 1.499 -2.130 0.047 0.173 0.008 -0.009 -0.04
C 1.987 -0.799 0.073 0.457 1.517 0.014 0.23
C 3.404 -0.581 0.171 -1.024 1.017 0.028 -0.05
C 0.063 -2.575 -0.063 -0.180 1.685 0.915 0.01
C -0.375 -3.932 -0.160 0.044 0.307 -0.450 0.00
C -1.706 -4.168 -0.225 -1.188 -1.662 0.541 0.00
C -2.683 -3.175 -0.178 1.330 1.786 0.150 0.00
C -4.072 -3.382 -0.197 0.118 -1.699 -0.192 0.00
C -4.910 -2.329 -0.145 -1.492 1.262 0.361 0.00
C -4.408 -0.981 0.010 0.363 -1.256 0.059 0.00
C -3.064 -0.771 0.101 0.705 0.090 -0.695 0.00
C -2.149 -1.855 -0.035 -0.117 -0.155 0.574 0.00
N -0.807 -1.581 0.091 -0.711 -1.139 -0.759 0.00
H 5.355 -1.388 -0.042 0.119 -0.099 0.309 0.00
H 4.518 -3.777 -0.074 -0.453 0.621 -0.017 0.00
H 2.114 -4.194 0.045 0.174 0.594 0.186 0.00
H 3.825 0.468 0.265 -0.773 -1.717 -0.246 -0.01
H 0.266 -4.796 -0.211 0.332 0.196 0.068 0.00
H -2.144 -5.180 -0.170 0.733 0.188 -0.355 0.00
H -4.424 -4.448 -0.241 0.166 1.209 -0.069 0.00
H -6.007 -2.519 -0.174 0.904 0.315 0.028 0.00
H -5.044 -0.127 0.103 -0.577 0.197 -0.122 0.00
H -2.597 0.215 0.113 -0.421 -0.167 0.274 0.00
```
Forces are in eV/Å.



This record from the Open Molecules 2025 dataset describes a cluster of 2 separate species, CH2FP in total in a non-equilibrium geometry. The level of theory is ωB97M-V/def2-TZVPD.

## Properties
Maximum force ... 0.0741 hartree/bohr
Electronic energy ... -480.3579 hartree
Kohn-Sham gap ... 9.7 eV
Energy above the lowest of the compared OMol25 structures with the same formula, charge and spin ... 3.683 eV
LUMO energy ... -0.03918 hartree

```
5
Properties=species:S:1:pos:R:3:forces:R:3:nbo_charge:R:1
C 0.735 -0.301 -0.060 3.317 -0.866 -0.349 -0.26
F 2.763 -0.333 0.031 -3.787 -0.010 -0.411 -0.56
P 0.490 1.301 0.004 -1.227 -0.430 0.784 0.57
H 0.518 -1.365 -0.309 0.344 1.186 0.628 0.24
H -0.986 1.055 0.288 1.353 0.120 -0.652 0.00
```
Forces are in eV/Å.



This record from the Open Molecules 2025 dataset describes the molecule C7H7F2OP in a non-equilibrium geometry. The level of theory is ωB97M-V/def2-TZVPD.

## Properties
Maximum force ... 0.0790 hartree/bohr
Electronic energy ... -887.0808 hartree
Kohn-Sham gap (spin up / spin down) ... 5.9 / 5.9 eV
Energy above the lowest of the compared OMol25 structures with the same formula, charge and spin ... 0.999 eV
LUMO energy (spin up / spin down) ... -0.04171 / -0.04159 hartree

```
18
Properties=species:S:1:pos:R:3:forces:R:3:nbo_charge:R:1
C 2.065 0.478 -0.477 -0.139 -0.404 0.292 -0.27
C 1.660 -0.368 0.471 0.638 -0.041 -0.234 -0.08
C 1.055 1.162 -1.215 0.451 0.244 -1.062 -0.12
C 0.287 -0.839 0.758 -0.390 2.810 -2.184 -0.56
C -0.227 1.040 -0.947 -1.978 -2.680 1.171 -0.30
C -0.740 -0.179 -0.218 0.026 1.244 1.108 0.60
C -4.626 -0.298 -0.180 -1.515 0.311 1.605 0.27
O -1.948 -0.525 -0.269 3.776 -0.542 -1.402 -0.63
F -5.209 -1.504 -0.209 0.152 -0.573 -0.384 -0.34
F -5.564 0.571 -0.684 1.204 -0.227 0.056 -0.35
P -3.386 0.139 0.869 -2.152 3.006 -0.339 0.43
H 3.097 0.715 -0.644 0.342 -0.015 0.081 0.23
H 2.358 -0.787 1.139 1.099 -0.491 0.551 0.20
H 1.196 1.743 -2.110 1.019 0.678 0.219 0.23
H 0.310 -1.880 0.687 -0.475 -1.792 0.150 0.26
H -0.896 1.680 -1.444 -1.187 0.275 -0.633 0.23
H -3.095 -0.911 1.661 -0.094 -1.719 0.438 -0.05
H 0.123 -0.500 1.771 -0.776 -0.085 0.569 0.26
```
Forces are in eV/Å.



This record from the Open Molecules 2025 dataset describes a structure of composition C31H38BrN5O4RuSSi. The level of theory is ωB97M-V/def2-TZVPD.

## Properties
Maximum force ... 0.0188 hartree/bohr
Spin multiplicity ... 5
Electronic energy ... -5135.3598 hartree
Kohn-Sham gap (spin up / spin down) ... 7.9 / 7.5 eV
LUMO energy (spin up / spin down) ... 0.00882 / -0.04075 hartree

```
82
Properties=species:S:1:pos:R:3:forces:R:3:mulliken_spin:R:1
Ru 0.426 0.239 0.532 0.425 0.864 0.103 3.30
N -3.504 4.170 -5.309 -0.004 -0.060 -0.037 0.00
C -2.713 3.190 -4.760 -0.022 0.073 -0.005 0.00
C -1.440 2.929 -5.283 0.002 0.031 -0.031 0.00
C -0.660 1.922 -4.759 -0.014 -0.022 0.061 0.00
C -1.143 1.165 -3.693 -0.176 0.067 -0.025 0.01
C -2.410 1.404 -3.170 0.099 0.015 -0.091 0.01
C -3.189 2.409 -3.701 -0.028 -0.024 0.016 0.00
S -0.101 -0.062 -3.041 -0.142 -0.125 0.172 0.05
O 0.597 -0.679 -4.123 0.037 -0.064 -0.065 0.01
O -1.041 -1.000 -2.281 0.064 0.128 -0.007 0.02
N 0.767 0.446 -1.854 0.310 0.253 0.073 0.02
C 1.679 1.467 -1.839 -0.302 -0.297 -0.096 0.03
N 2.154 1.625 -0.594 -0.083 0.092 0.110 0.06
C 2.964 2.649 -0.372 0.025 -0.121 0.081 0.02
C 3.349 3.493 -1.401 0.014 0.021 -0.058 0.00
C 2.828 3.217 -2.655 -0.047 -0.056 -0.043 0.00
N 1.983 2.212 -2.896 0.117 0.062 0.049 0.00
H -3.073 4.852 -5.907 0.013 0.019 0.011 0.00
H -4.299 4.492 -4.788 0.005 0.012 0.020 0.00
H -1.072 3.522 -6.112 -0.010 -0.020 0.017 0.00
H 0.323 1.719 -5.161 -0.035 0.004 0.011 0.00
H -2.791 0.789 -2.369 -0.010 -0.017 0.015 0.00
H -4.181 2.590 -3.303 0.028 -0.007 -0.014 0.00
H 3.300 2.785 0.649 -0.027 -0.006 0.001 0.00
H 4.017 4.323 -1.231 -0.012 -0.003 -0.018 0.00
H 3.088 3.831 -3.510 -0.007 -0.013 0.013 0.00
Br 0.126 3.967 7.919 -0.011 0.020 0.032 0.00
C 1.040 3.322 6.396 -0.010 0.025 0.041 0.00
C 2.418 3.444 6.324 0.146 -0.067 -0.171 0.00
N 3.122 2.999 5.283 -0.166 0.023 0.055 0.00
C 2.449 2.438 4.279 0.071 0.070 0.058 0.00
C 1.068 2.284 4.270 0.128 0.035 -0.062 0.01
C 0.346 2.726 5.364 -0.104 -0.030 0.093 0.00
C 0.361 1.612 3.130 0.213 0.074 -0.340 -0.02
O -0.713 1.065 3.323 -0.125 -0.117 -0.047 0.02
O 0.986 1.669 1.989 -0.219 -0.179 0.428 0.11
H 2.969 3.911 7.132 0.016 -0.006 0.000 0.00
H 3.030 2.073 3.440 -0.008 0.019 0.018 0.00
H -0.728 2.593 5.398 0.020 -0.006 -0.032 0.00
C 2.363 -2.676 3.905 0.008 -0.013 -0.024 0.04
C 0.980 -2.599 3.795 0.013 0.025 -0.025 -0.01
C 0.406 -1.842 2.781 0.188 0.018 0.083 -0.15
C 1.203 -1.155 1.862 -0.310 -0.314 -0.104 0.32
C 2.590 -1.236 1.990 -0.020 -0.049 -0.071 -0.13
C 3.167 -1.991 3.003 0.000 0.001 0.026 0.00
H 2.813 -3.264 4.695 -0.006 0.011 -0.013 0.00
H 0.348 -3.123 4.503 0.017 0.015 -0.019 0.00
H -0.671 -1.769 2.730 -0.038 0.013 -0.004 0.01
H 3.233 -0.706 1.294 0.019 0.016 0.006 0.00
H 4.246 -2.039 3.091 -0.013 -0.010 0.002 0.00
C -1.252 1.539 0.205 -0.087 -0.182 -0.072 0.35
Si -0.674 -1.646 -0.620 0.071 -0.098 0.029 -0.09
C 0.551 -3.045 -1.085 0.031 -0.051 0.024 0.01
C 1.907 -2.468 -1.533 0.009 -0.055 -0.077 0.03
C 0.850 -4.014 0.074 0.038 -0.019 -0.012 0.00
C -0.041 -3.844 -2.258 0.003 -0.114 -0.020 0.00
C -2.427 -2.226 -0.091 -0.070 0.055 0.177 -0.04
C -2.406 -3.608 0.581 0.032 -0.032 0.008 0.00
C -3.024 -1.249 0.940 -0.070 -0.130 -0.053 0.01
C -3.377 -2.298 -1.298 -0.047 0.016 -0.025 0.00
H -2.028 1.217 -0.480 -0.003 0.018 -0.066 -0.05
H -0.773 2.447 -0.171 0.032 0.005 -0.004 0.01
H -1.664 1.705 1.198 -0.035 0.014 -0.025 0.02
H 2.331 -1.775 -0.802 -0.024 -0.017 0.043 0.00
H 1.850 -1.960 -2.496 0.010 -0.033 0.071 0.00
H 2.617 -3.296 -1.640 -0.029 0.016 -0.029 0.00
H 1.349 -3.520 0.908 -0.033 -0.014 -0.042 0.00
H 1.530 -4.787 -0.303 -0.021 0.030 0.006 0.00
H -0.031 -4.524 0.456 0.024 0.031 -0.014 0.00
H -0.149 -3.239 -3.159 0.006 0.012 0.029 0.00
H -1.017 -4.277 -2.023 0.047 0.002 0.013 0.00
H 0.634 -4.674 -2.496 -0.022 0.014 -0.012 0.00
H -1.779 -3.623 1.475 0.019 0.000 -0.044 0.00
H -2.069 -4.401 -0.089 -0.039 0.036 0.016 0.00
H -3.426 -3.853 0.897 0.030 0.014 -0.023 0.00
H -2.477 -1.255 1.884 0.030 0.039 -0.035 0.01
H -4.056 -1.546 1.160 0.031 -0.029 -0.010 0.00
H -3.045 -0.224 0.585 -0.035 0.074 -0.051 0.00
H -2.948 -2.802 -2.166 0.013 -0.024 0.053 0.00
H -3.697 -1.304 -1.617 0.068 -0.009 -0.035 0.00
H -4.275 -2.850 -1.000 -0.010 0.053 -0.013 0.00
```
Forces are in eV/Å.



This record from the Open Molecules 2025 dataset describes a structure of composition C23H45CaCl2FK2N3O17P2S2 in a non-equilibrium geometry. The level of theory is ωB97M-V/def2-TZVPD.

## Properties
Maximum force ... 0.1839 hartree/bohr
Total charge ... +1
Electronic energy ... -6722.4599 hartree
Kohn-Sham gap ... 1.7 eV
LUMO energy ... -0.23743 hartree

```
98
Properties=species:S:1:pos:R:3:forces:R:3:lowdin_charge:R:1
C -4.270 1.090 1.188 0.035 0.257 -0.304 -0.07
C -3.660 -0.460 1.054 -0.079 2.295 2.391 -0.25
O -3.528 -0.785 -0.375 3.200 -2.059 0.749 -0.34
C -2.741 -2.006 -0.605 -2.270 -5.102 -1.906 -0.23
O -3.422 -3.079 -1.086 3.684 7.049 2.798 -0.06
C -1.104 -2.150 -0.374 -0.742 -0.593 0.200 -0.08
C -0.368 -2.043 -1.834 0.120 -0.564 -0.851 -0.17
C 1.230 -1.680 -1.789 0.593 -0.791 -0.983 -0.14
C 1.647 -0.386 -2.763 1.193 1.554 1.181 -0.26
C 1.944 -0.813 -4.353 -1.273 -0.068 -0.640 -0.02
C 0.749 -1.713 -5.022 1.678 -4.998 2.754 -0.24
O 0.767 -3.047 -4.755 1.571 7.670 -0.457 -0.43
F -0.336 -1.231 -5.907 3.010 0.393 1.508 -0.16
C 3.129 0.288 -2.382 1.001 -0.265 -2.482 -0.24
P 4.405 -0.797 -1.447 3.880 0.696 1.565 0.40
O 5.999 -0.201 -1.960 -4.020 -0.267 0.632 -0.27
O 4.378 -2.489 -1.907 1.147 2.375 0.615 -0.32
S 4.373 -0.582 0.498 -0.643 -0.447 -1.171 0.26
C 3.010 1.901 -1.973 2.405 1.348 3.211 -0.25
O 3.851 2.654 -1.238 -5.929 -4.925 -5.477 0.00
N 1.673 2.247 -2.619 3.029 -1.157 2.585 0.03
C 0.757 1.010 -2.518 -1.567 1.697 -1.454 -0.48
C -0.474 1.333 -3.562 -0.107 -0.106 0.332 -0.20
C -0.917 2.909 -3.635 -1.597 -0.039 -0.949 -0.24
C -2.304 2.946 -4.571 0.878 0.943 -0.579 -0.50
Cl -3.790 2.258 -3.632 1.352 0.422 -0.796 0.43
P -0.067 1.291 -0.821 0.320 -0.224 1.394 0.47
S 1.038 0.864 0.722 -0.148 -0.286 -0.610 0.28
H -4.229 1.493 2.299 0.008 -1.201 -2.264 0.11
H -5.389 1.163 0.822 2.124 -0.246 0.720 0.07
H -3.654 1.863 0.540 -1.109 -1.829 1.267 0.10
H -4.410 -1.190 1.605 1.627 1.154 -1.133 0.12
H -2.642 -0.439 1.642 -1.861 -0.316 -1.398 0.15
H -0.939 -3.267 0.003 -0.505 2.483 -0.817 0.14
H -0.683 -1.441 0.455 -0.844 -0.956 -1.778 0.09
H -0.873 -1.291 -2.582 0.638 -1.303 1.635 0.10
H -0.479 -3.118 -2.340 0.158 2.380 1.156 0.12
H 1.798 -2.608 -2.281 -1.149 2.063 1.074 0.10
H 1.651 -1.587 -0.701 -0.849 0.239 -2.070 0.09
H 2.899 -1.527 -4.289 -2.192 1.400 -0.420 0.16
H 2.118 0.119 -5.040 -0.182 -1.678 1.526 0.15
H 3.661 0.392 -3.446 -0.845 -0.068 2.172 0.14
H 6.090 0.732 -1.570 0.089 -1.710 -0.556 0.09
H 5.180 -2.911 -1.435 -1.472 1.175 -0.914 0.11
H 1.380 3.077 -2.057 -0.185 -0.748 -0.871 0.11
H -1.423 0.743 -3.140 1.922 1.124 -1.346 0.08
H -0.167 0.988 -4.637 -0.787 0.599 2.010 0.12
H -0.155 3.619 -4.169 -1.263 -1.602 1.022 0.13
H -1.223 3.391 -2.613 0.710 -1.075 -1.890 0.10
H -2.185 2.334 -5.573 -0.301 1.129 2.245 0.10
H -2.610 4.053 -4.853 0.693 -2.394 0.731 0.10
H -0.365 2.726 -0.723 -0.064 -1.241 -0.775 0.02
H -1.373 0.630 -0.783 0.802 0.619 -0.521 -0.01
C -0.095 1.990 3.715 0.404 0.434 0.998 -0.35
O -1.272 1.831 3.415 0.227 0.082 0.225 -0.03
N 0.362 2.556 4.886 -0.509 -0.661 -1.355 -0.19
C 1.774 2.708 5.166 -0.087 0.034 0.063 -0.05
C -0.600 3.013 5.867 -0.137 -0.021 -0.273 -0.04
H 0.718 1.677 3.039 -0.078 0.136 0.259 0.02
H 2.014 2.158 6.080 0.183 0.097 -0.079 0.09
H 1.993 3.771 5.309 0.184 -0.127 0.023 0.09
H 2.383 2.323 4.344 -0.163 0.049 0.100 0.09
H -1.221 2.168 6.178 -0.009 0.211 0.039 0.07
H -1.242 3.772 5.410 -0.097 -0.078 0.239 0.10
H -0.092 3.436 6.738 -0.012 -0.096 -0.220 0.09
K -5.721 -1.429 -0.561 -1.909 -0.728 -0.390 1.00
C -3.976 2.262 7.432 -0.482 1.119 -0.483 -0.98
O -4.301 3.164 6.674 -0.138 0.090 -0.291 0.25
O -2.864 1.721 7.459 1.019 -0.821 0.132 0.26
O -4.707 1.752 8.288 -0.603 -0.603 0.570 0.32
K -1.105 -3.359 -5.760 -3.625 -2.399 -1.609 0.80
C 1.977 -6.032 -2.076 -0.086 -0.190 0.399 -0.21
C 2.087 -5.310 -0.749 0.019 0.081 0.308 -0.28
O 0.793 -5.097 -0.204 -0.343 -0.185 -0.152 -0.08
H 1.374 -5.452 -2.781 -0.500 0.324 0.770 -0.05
H 2.966 -6.200 -2.511 0.345 -0.177 0.417 -0.01
H 1.479 -6.999 -1.950 0.110 -0.044 -0.158 0.09
H 2.566 -4.335 -0.883 -0.138 -0.089 0.135 0.10
H 2.678 -5.889 -0.034 0.171 0.032 -0.229 0.13
H 0.380 -5.968 -0.082 0.149 0.447 0.097 0.10
O 10.858 0.540 -2.997 -0.494 -0.143 0.102 -0.38
Cl 9.507 0.068 -2.759 0.588 -0.012 -0.177 0.62
O 9.530 -1.361 -2.515 -0.138 0.143 -0.006 -0.40
O 8.686 0.347 -3.921 -0.092 -0.016 0.093 -0.41
O 8.955 0.747 -1.602 -0.187 0.017 -0.003 -0.40
C -0.904 3.386 10.398 0.202 -0.051 0.110 -0.06
C -2.228 3.738 9.858 -1.162 0.368 -0.432 -0.23
N -3.274 4.017 9.431 1.873 -0.375 0.805 0.17
H -0.203 3.110 9.603 -0.302 0.082 -0.007 0.07
H -0.457 4.220 10.948 -0.280 -0.033 -0.155 0.09
H -0.961 2.537 11.087 -0.220 0.157 -0.170 0.09
Ca 2.313 -5.811 -4.603 0.315 0.083 -1.727 0.97
O -6.162 1.858 -6.586 0.022 0.194 0.431 -0.07
H -5.431 2.099 -5.998 -0.229 -0.057 -0.156 -0.02
H -6.922 2.339 -6.225 0.229 -0.146 -0.207 0.04
O -8.323 -3.450 1.929 -0.082 -0.323 -0.112 -0.07
H -9.246 -3.627 1.694 0.270 0.106 0.108 0.05
H -8.037 -4.258 2.380 -0.090 0.285 -0.093 0.04
```
Forces are in eV/Å.